Entry 1:
{
  "formula": "C23H20ClN3O4",
  "method": "ωB97M-V with the def2-TZVPD basis set",
  "lumo_ev": -0.19,
  "gap_ev": 7.49,
  "homo_ev": -7.69,
  "charge": 0,
  "elements": ["H", "H", "H", "O", "C", "C", "C", "C", "H", "C", "C", "N", "N", "H", "O", "H", "H", "C", "H", "H", "H", "C", "C", "Cl", "H", "C", "H", "H", "H", "N", "C", "H", "C", "C", "C", "H", "C", "H", "O", "C", "C", "O", "H", "H", "C", "C", "C", "C", "H", "C", "C"],
  "xyz": [[-3.87521, -1.88177, -6.07731], [2.36037, -0.98196, 1.03158], [1.44734, 3.38520, 4.75748], [0.58422, -2.18388, 0.21746], [-0.92125, -0.70202, 1.36553], [1.30941, 2.62373, 4.11841], [1.52722, 0.53006, 2.37298], [0.50931, 1.37956, -0.83607], [3.48471, 0.03737, -1.74320], [2.64266, 2.05083, 3.63703], [-2.25801, -1.16157, 0.97815], [1.49805, -0.41483, 1.51945], [-1.87174, -2.01091, -1.12203], [2.24388, 2.00619, -0.15620], [-1.12261, -1.33151, -5.77765], [-1.64006, -3.23732, 0.33623], [-0.07313, 2.16520, -0.13009], [1.61244, -0.26378, -2.67151], [3.39087, 3.38396, 5.92196], [-2.89435, -3.52530, -5.73875], [-2.91651, -0.37294, 0.53350], [1.72453, 1.24325, -0.85312], [3.83426, 3.71356, 4.90289], [-2.17098, 1.19182, -1.63338], [3.38840, 4.49038, 4.36850], [0.40496, 2.04489, 3.51816], [-0.72656, 2.65474, 3.96076], [4.94907, 3.91048, 5.26052], [-3.32092, -2.86981, -0.22452], [-0.42444, -0.82591, -4.88866], [-2.69160, -1.89582, -2.23759], [-4.01093, -2.66572, -4.51914], [-2.19876, -2.53674, 0.10041], [-1.84538, -1.79473, -3.40698], [-2.23471, -1.91516, -4.87502], [-0.73146, -2.10265, -1.19076], [2.84805, 0.90831, 2.73888], [3.58001, 0.43799, 2.59838], [3.71703, 2.43291, 4.01780], [-3.39525, -2.49960, -5.48286], [0.25748, 0.89595, 2.92587], [-3.89252, -1.86365, -2.21451], [1.79828, -1.04522, -3.28907], [-2.92030, -1.66939, 1.87730], [0.14973, -0.04249, -2.73996], [0.39918, -1.32660, 1.01117], [-1.07955, 0.32606, 2.43827], [2.46099, 0.39917, -1.80232], [-1.83034, 0.85351, 2.47027], [-0.44332, 0.70303, -1.70746], [-0.63252, -0.64684, -3.66078]],
  "forces_ev_per_angstrom": [[-2.2, 2.3, -3.6], [-1.9, 2.6, 2.0], [-0.6, 2.7, 1.9], [1.4, -1.9, -1.1], [-0.6, 2.6, 4.8], [11.1, -0.2, -0.7], [0.8, -0.9, 1.8], [-13.4, 2.5, 1.1], [-0.1, 0.7, 0.2], [-5.1, -3.9, -2.5], [-3.1, -5.1, 1.5], [0.3, -9.7, -6.7], [5.4, -0.6, -4.1], [-0.2, -1.8, -1.1], [-6.1, -3.9, 2.7], [5.1, -6.4, 2.9], [1.7, -1.9, -1.4], [-2.4, 2.4, 1.8], [0.0, 1.0, -1.9], [-2.0, 1.4, -0.8], [0.7, -1.0, 0.0], [11.8, 0.9, 0.2], [2.0, -3.9, 2.8], [1.7, -0.5, -0.2], [-0.7, 1.3, -0.5], [-12.9, 3.2, 3.0], [2.6, -2.0, -1.6], [-2.2, -0.6, -1.7], [2.1, 0.2, 2.1], [8.0, 6.2, 0.0], [2.4, -0.5, 1.4], [0.4, -0.1, -1.7], [-10.5, 8.7, -2.2], [0.7, 3.9, -8.2], [2.7, 1.4, 4.6], [-3.8, 0.6, -0.8], [-15.6, 10.3, 4.5], [10.8, -6.5, -2.3], [8.7, 6.0, 4.8], [2.5, -5.4, 5.4], [-1.7, -3.3, -4.3], [-1.4, -0.3, 0.2], [1.7, -2.0, -1.9], [1.7, 2.0, -1.2], [2.7, 2.7, 4.9], [-1.8, 6.2, 2.8], [14.1, -6.7, -4.5], [-2.6, -0.9, 0.3], [-8.1, 5.0, 1.1], [1.7, 0.8, -0.8], [-6.2, -7.6, -2.8]],
  "mulliken_charge": [0.45, 0.38, 0.76, -0.67, 1.13, -1.10, 0.68, -0.43, 0.37, 0.53, -0.72, 0.05, 0.11, 0.24, -0.22, 0.79, 0.14, -0.60, 0.34, 0.29, 0.25, 0.22, -0.89, -0.14, 0.41, -0.70, 0.01, 0.24, 0.48, -0.53, 0.31, 0.24, -1.53, 0.50, -0.14, 0.26, -1.19, 1.09, -0.42, -1.16, 0.72, -0.66, 0.63, 0.38, 0.76, 0.03, -1.81, -1.13, 0.69, 0.73, -0.16]
}

Entry 2:
{
  "formula": "C23H20FN5O10W",
  "method": "ωB97M-V with the def2-TZVPD basis set",
  "lumo_ev": -14.13,
  "gap_ev": 5.15,
  "homo_ev": -19.28,
  "charge": 4,
  "elements": ["N", "N", "C", "O", "H", "H", "C", "O", "O", "C", "H", "C", "H", "C", "C", "O", "C", "C", "O", "H", "H", "O", "H", "C", "O", "N", "O", "H", "H", "H", "C", "H", "H", "C", "C", "C", "C", "H", "H", "H", "C", "H", "O", "C", "H", "F", "C", "W", "C", "H", "C", "C", "N", "O", "N", "C", "C", "H", "C", "H"],
  "xyz": [[2.01714, -1.70646, -4.19190], [0.44047, 2.77065, 3.49455], [-2.04982, -1.69855, 3.70424], [-2.63375, -2.50283, -2.07534], [-0.94072, -2.00437, -8.35511], [1.27022, 6.07058, 3.75759], [-1.64469, -2.18505, 0.05388], [-0.90295, -3.68251, -1.65364], [-2.44371, -3.56437, -4.96412], [-1.82428, -2.74886, -5.51086], [-2.87564, -2.40386, 3.65274], [-0.90044, -2.25764, 4.52447], [2.41992, 2.93990, 5.38107], [0.49715, 1.96954, 1.19649], [2.00232, -1.69325, -6.68686], [-0.62417, -0.97274, -1.68805], [0.30833, 4.21134, 3.22259], [-1.86797, -2.98516, -1.16289], [3.10879, -1.39971, -3.93120], [0.52919, 1.44211, 5.12325], [0.48880, 5.13081, 5.79320], [2.60772, -0.77966, -9.11411], [1.31680, 3.11739, 6.75960], [-0.93087, -1.05269, -0.35360], [-1.58574, -1.44883, -4.54849], [1.48795, -1.22081, -9.04704], [1.04169, -1.38937, -3.32661], [-2.54233, -3.21209, 1.72862], [-2.45849, -0.77201, 4.10197], [-0.56897, -3.21846, 4.13174], [0.09060, 1.82413, 2.57252], [-0.04475, -1.58432, 4.55832], [0.53690, 1.23903, -0.77366], [-1.98549, -2.35312, 1.37878], [0.40996, -2.95010, -5.37748], [1.40102, 5.00180, 3.91644], [0.19105, 1.07135, 0.23703], [-0.91713, 0.51375, 3.92051], [-0.67595, 4.54194, 3.57889], [0.35286, 4.42504, 2.16184], [1.58888, -2.24165, -5.47789], [2.93124, -1.14680, -6.82021], [0.64206, -1.25356, -9.90394], [-0.59083, -2.78003, -6.34940], [-1.24975, -2.42136, 5.54345], [1.25417, 3.01102, 0.88085], [1.42520, 3.26120, 5.68616], [-0.89443, -2.21881, -3.11491], [-0.23184, -2.18483, -7.55327], [2.39240, 4.70455, 3.57779], [-0.92430, -0.29994, 1.93648], [-0.59607, 0.65783, 2.90319], [-1.64460, -1.43764, 2.28078], [0.08234, -3.44648, -4.12891], [1.34666, 4.73460, 5.39684], [0.34687, 2.49681, 4.92698], [-0.54394, -0.09401, 0.57510], [2.11939, 5.21654, 5.86584], [1.09503, -1.79002, -7.72568], [-0.64952, 2.75000, 5.31135]],
  "forces_ev_per_angstrom": [[0.0, 0.0, 0.1], [0.0, 0.0, 0.0], [0.0, 0.0, 0.0], [-0.1, -0.1, -0.5], [0.0, 0.1, 0.0], [0.0, 0.0, 0.0], [-0.1, 0.0, 0.1], [-0.2, 0.1, 0.0], [-0.8, 0.6, -0.7], [0.1, -2.0, -0.6], [0.0, 0.0, 0.0], [0.0, 0.0, 0.0], [0.0, 0.0, 0.0], [0.0, 0.0, 0.1], [0.0, 0.0, 0.0], [0.1, 0.2, 0.0], [0.0, 0.0, 0.0], [0.3, -0.2, 0.0], [0.0, 0.0, 0.0], [0.0, 0.0, 0.0], [0.0, 0.0, 0.0], [-0.1, -0.1, 0.1], [0.0, 0.0, 0.0], [-0.1, -0.3, -0.1], [-0.4, 0.2, 0.2], [0.1, 0.2, -0.3], [0.3, 0.0, -0.2], [0.0, 0.0, 0.0], [0.0, 0.0, 0.0], [0.0, 0.0, 0.0], [0.0, 0.0, 0.0], [0.0, 0.0, 0.0], [0.0, 0.0, 0.0], [0.0, 0.1, 0.0], [-0.1, 0.3, 0.0], [0.0, 0.0, 0.0], [0.0, -0.1, 0.0], [0.0, 0.0, 0.0], [0.0, 0.0, 0.0], [0.0, 0.0, 0.0], [-0.2, -0.1, 0.2], [0.0, 0.0, 0.0], [0.0, 0.0, 0.1], [0.4, 0.5, 0.5], [0.0, 0.0, 0.0], [0.0, 0.0, 0.0], [0.0, 0.0, 0.0], [1.6, 0.9, 1.7], [-0.1, -0.1, -0.1], [0.0, 0.0, 0.0], [0.0, 0.0, 0.1], [0.0, 0.0, -0.1], [0.0, 0.0, -0.1], [-0.6, -0.1, -0.4], [0.0, 0.0, 0.0], [0.0, 0.0, 0.0], [0.0, 0.2, 0.0], [0.0, 0.0, 0.0], [-0.2, -0.1, 0.0], [0.0, 0.0, 0.0]],
  "mulliken_charge": [1.13, 0.23, -1.00, -0.43, 0.60, 0.42, -0.45, -0.40, -0.15, 0.76, 0.46, -0.95, 0.38, 0.11, -0.46, -1.22, -0.58, 1.13, -0.32, 0.49, 0.40, -0.53, 0.44, 1.22, -0.42, 1.00, -0.68, 0.54, 0.48, 0.36, -1.02, 0.33, 0.60, -0.01, -0.04, -0.75, -0.81, 0.63, 0.30, 0.44, 0.57, 0.60, -0.52, 0.09, 0.40, -0.30, -1.05, 1.83, -0.48, 0.37, 0.39, -0.43, 0.09, -0.52, -0.13, -0.64, 1.00, 0.37, -0.29, 0.40]
}

Entry 3:
{
  "formula": "C23H20FeN2O4P",
  "method": "ωB97M-V with the def2-TZVPD basis set",
  "lumo_ev": [0.05, -1.46],
  "s2": 9.010,
  "multiplicity": 6,
  "gap_ev": [6.13, 7.00],
  "homo_ev": [-6.08, -8.46],
  "charge": 0,
  "elements": ["C", "C", "H", "H", "O", "C", "O", "C", "C", "N", "H", "P", "H", "H", "C", "C", "H", "C", "H", "H", "C", "C", "C", "C", "O", "C", "C", "C", "H", "C", "Fe", "H", "H", "H", "C", "H", "C", "H", "H", "H", "N", "C", "C", "H", "H", "H", "C", "H", "C", "C", "O"],
  "xyz": [[1.37894, 1.38286, -1.29645], [0.80158, 2.28939, -2.17914], [1.65770, 3.01314, 0.94368], [-1.73056, -0.08359, -2.30608], [-1.90361, -1.41533, -0.76424], [-1.92078, 1.91063, 0.22826], [-0.54419, -5.06823, 1.19971], [1.42820, 2.84262, 3.07786], [1.60199, 3.03358, -3.04006], [1.93886, -2.71699, 0.10376], [4.63854, 1.84236, -2.13243], [0.41410, 0.39417, -0.10489], [1.66829, -3.88356, 1.83819], [1.14407, 3.74006, -3.72104], [-3.59342, 0.27223, -1.34575], [-1.80050, -3.79472, -0.95071], [3.22457, 0.51523, -0.61021], [0.05736, -4.28188, 0.47690], [-3.73325, 3.02026, 0.62488], [3.59994, 3.46214, -3.69081], [1.54221, -3.98549, 0.76279], [2.97957, 2.87732, -3.02328], [-0.11433, -0.93961, 2.17533], [1.31659, 2.38792, 1.76245], [-0.66234, -2.04150, 2.41902], [0.32561, 0.31271, 2.57195], [3.56338, 1.96845, -2.14794], [-3.29799, 2.18081, 0.10018], [1.86411, 3.81098, 3.28236], [-4.11269, 1.33458, -0.69160], [-0.12445, -1.91710, 0.51097], [2.85297, -2.40976, 0.41205], [-5.17248, 1.54210, -0.77394], [1.96425, -2.86234, -0.89898], [2.76645, 1.22109, -1.29556], [2.10518, -4.86491, 0.44376], [-2.13551, -0.05229, -1.28746], [-0.27339, 2.42744, -2.19015], [-4.20867, -0.36860, -1.95917], [-1.31630, 2.53763, 0.87500], [-0.40034, -3.60216, -0.61385], [0.77119, 1.14958, 1.49865], [-1.32806, 0.86406, -0.40776], [-1.94309, -4.54964, -1.72333], [1.03953, 2.40710, 5.15054], [0.05659, 0.18738, 4.72722], [0.40832, 0.80357, 3.91021], [-2.40146, -4.09154, -0.08233], [-2.33757, -2.49498, -1.50980], [0.96040, 2.04040, 4.13434], [-3.01553, -2.34757, -2.48306]],
  "forces_ev_per_angstrom": [[0.1, -0.2, 0.0], [0.0, 0.0, 0.0], [0.0, 0.0, 0.0], [0.0, 0.0, -0.1], [-0.2, -0.2, 0.2], [-0.1, 0.1, 0.1], [0.0, -0.1, -0.2], [0.0, -0.1, 0.0], [0.0, 0.0, 0.0], [-0.1, -0.6, 0.3], [0.0, 0.0, 0.0], [-0.4, 0.3, 0.3], [0.0, 0.0, 0.1], [0.0, 0.0, 0.0], [0.1, 0.0, 0.0], [0.1, 0.1, 0.0], [0.0, 0.0, 0.0], [-0.1, -0.6, -0.4], [0.0, 0.0, 0.0], [0.0, 0.0, 0.0], [-0.1, -0.1, -0.1], [0.0, 0.0, 0.0], [0.2, -0.2, -0.1], [0.0, 0.1, 0.0], [0.2, 0.5, 0.1], [-0.3, -0.2, 0.1], [0.0, 0.0, 0.0], [0.0, 0.0, 0.0], [0.0, 0.0, 0.0], [0.0, 0.1, 0.1], [0.3, 1.1, -0.6], [0.0, 0.0, 0.0], [0.0, 0.0, 0.0], [0.0, 0.1, 0.0], [0.0, 0.0, 0.0], [0.2, 0.0, -0.1], [0.0, -0.1, 0.0], [0.0, 0.0, 0.0], [0.0, 0.0, 0.0], [0.0, 0.0, 0.0], [0.0, 0.0, 0.7], [0.0, 0.0, -0.1], [0.1, -0.1, -0.1], [0.0, 0.0, 0.0], [0.0, 0.0, 0.0], [0.0, 0.0, 0.0], [0.0, 0.0, -0.1], [0.0, 0.0, 0.0], [0.2, 0.2, 0.0], [0.0, 0.0, -0.1], [0.0, -0.1, -0.1]],
  "mulliken_charge": [0.17, -0.35, 0.44, 0.35, -0.25, -0.22, -0.74, -0.86, -0.74, -0.38, 0.40, 2.03, 0.28, 0.41, -1.01, -0.73, 0.39, 0.78, 0.41, 0.38, -0.58, -0.48, 0.73, 0.07, -0.66, -0.28, -0.68, -0.83, 0.42, -0.43, -0.47, 0.23, 0.41, 0.25, -0.20, 0.42, 0.75, 0.35, 0.54, 0.46, -0.50, 0.06, -0.61, 0.38, 0.39, 0.52, -1.00, 0.31, 0.62, -0.39, -0.57]
}

Entry 4:
{
  "formula": "C23H20N2O4",
  "method": "ωB97M-V with the def2-TZVPD basis set",
  "lumo_ev": -2.60,
  "gap_ev": 3.80,
  "homo_ev": -6.40,
  "charge": 0,
  "elements": ["H", "H", "C", "C", "C", "O", "N", "C", "H", "H", "H", "C", "C", "C", "C", "H", "O", "N", "H", "H", "H", "C", "C", "H", "C", "C", "C", "C", "C", "C", "H", "C", "C", "H", "H", "O", "C", "H", "C", "C", "O", "H", "H", "C", "H", "H", "C", "H", "H"],
  "xyz": [[-1.99454, -0.78263, 2.52378], [0.81206, -1.99483, -1.76049], [-3.49533, -4.10029, -1.87604], [2.92177, 1.74276, -1.03656], [-0.34571, -0.15520, -1.47711], [6.23232, 0.34023, -0.62527], [-6.83603, 2.23820, 2.59813], [-1.49245, 1.29034, 2.24340], [4.51910, -1.75852, -0.45011], [4.92445, 2.52806, -0.88746], [-3.77796, 3.82737, 2.02631], [-1.25565, -2.41487, -1.72985], [-0.17474, -1.55825, -1.65651], [2.06892, 0.58799, -1.01353], [-5.69206, 2.01107, 2.48980], [-3.03856, -4.48420, -0.95084], [2.09596, 1.70058, 2.12794], [0.85479, 1.99535, 2.14598], [6.70197, -1.59809, -1.31649], [2.45305, 2.71741, -1.16401], [-4.47438, -0.38481, 2.63228], [-0.09472, 1.01572, 2.23550], [-3.77999, 0.44594, 2.48204], [0.28823, 0.00359, 2.35174], [4.27750, 1.65132, -0.88206], [-2.57141, -1.88959, -1.74072], [-3.39246, 2.81385, 2.14280], [4.06106, -0.77968, -0.61720], [2.68960, -0.66041, -0.72048], [-2.41555, 0.21912, 2.42087], [0.38832, 1.82598, -1.32936], [-4.28339, 1.75514, 2.36522], [-2.77058, -0.48469, -1.68728], [2.09430, -1.54916, -0.53832], [-1.32997, 3.40633, 1.93144], [0.50063, 3.21228, 2.08830], [-2.02495, 2.59250, 2.08063], [-2.87520, -4.38783, -2.73947], [6.86073, -0.94917, -0.44144], [0.69140, 0.78273, -1.25938], [-3.68236, -2.66771, -1.80795], [6.48918, -1.45340, 0.46398], [-1.10168, -3.49531, -1.79186], [4.87851, 0.37607, -0.70795], [7.91795, -0.70697, -0.33505], [-4.50765, -4.48710, -1.99015], [-1.68801, 0.34567, -1.55771], [-3.79031, -0.10672, -1.74115], [-1.83616, 1.42382, -1.51832]],
  "forces_ev_per_angstrom": [[-0.3, 0.1, 0.0], [-0.2, 0.1, 0.0], [-0.1, 0.3, 0.0], [-0.5, -0.2, 0.2], [-0.7, -0.4, -0.4], [-1.0, -0.5, 0.0], [2.2, -0.5, -0.2], [-0.4, 0.1, 0.0], [-0.3, 0.4, 0.0], [-0.2, -0.2, 0.0], [0.1, -0.3, 0.1], [-0.4, 0.1, -0.1], [-0.2, 0.1, 0.2], [0.3, 0.1, 0.2], [-2.0, 0.4, 0.2], [-0.2, 0.2, -0.2], [-1.1, -0.2, -0.1], [0.5, 0.5, 0.0], [0.0, 0.3, 0.2], [0.1, -0.2, 0.0], [0.2, 0.3, 0.0], [0.6, -0.1, -0.3], [0.1, -0.1, 0.0], [0.0, 0.4, 0.0], [0.6, -0.5, 0.0], [-0.1, 0.0, 0.2], [0.1, -0.2, 0.0], [0.1, 0.2, 0.0], [0.3, 0.1, 0.0], [0.2, 0.3, -0.1], [0.0, -0.1, 0.1], [0.1, -0.1, 0.0], [-0.1, -0.7, -0.1], [0.2, 0.3, 0.0], [-0.4, -0.1, 0.0], [1.0, -0.8, -0.1], [-0.7, 0.0, 0.0], [-0.3, 0.2, 0.2], [-0.1, 0.3, 0.0], [0.4, -0.2, 0.2], [1.0, 0.1, -0.1], [0.2, 0.3, -0.2], [0.0, 0.5, -0.1], [0.1, 0.1, -0.1], [-0.1, -0.2, 0.0], [0.2, -0.1, 0.0], [0.5, 0.0, 0.1], [0.3, 0.0, 0.1], [0.0, -0.2, 0.1]],
  "mulliken_charge": [0.37, 0.51, -0.85, -0.58, 0.63, -0.43, -0.57, 1.11, 0.35, 0.42, 0.43, -0.48, -0.78, 0.81, 0.00, 0.35, -0.74, 1.05, 0.35, 0.36, 0.43, -1.29, -0.69, 0.35, -0.75, 1.02, -0.68, -0.83, -0.50, -0.60, 0.23, 0.57, -0.75, 0.45, 0.56, -0.76, -0.39, 0.35, -0.83, -0.33, -0.43, 0.35, 0.39, 1.02, 0.24, 0.25, -0.53, 0.45, 0.35]
}

Here are the calculated maximum force numbers, same order: 19.219, 2.492, 1.274, 2.312 (eV/Å).
Here are the calculated energy relative to the best compared isomer or geometry (same formula, charge and spin) numbers, same order: 1759.1, 390.6, 141.9, 818.7 (kJ/mol).
Here are the calculated total energy numbers, same order: -1813.23657, -2079.84958, -2903.90313, -1298.69948 (Ha).